Record 1
ORCA calculation (wB97M-V/def2-TZVPD) on C16H30F3IrNO4P2S as an isolated structure at a distorted geometry.

Geometry as XYZ:
```
58
Properties=species:S:1:pos:R:3:forces:R:3:lowdin_charge:R:1
Ir 0.3404 -0.0785 -0.4886 1.50 -0.21 4.46 1.050
P 2.3505 -0.3686 -1.3318 2.02 -0.33 -1.71 0.620
P -1.9708 0.4700 0.9702 -7.02 0.67 -0.12 0.543
N -0.5960 0.0470 -2.0118 -1.20 -0.54 -2.47 -0.197
H 0.1665 -1.6542 -0.0346 1.05 0.48 -1.26 0.056
C 3.0503 -2.0658 -1.4960 0.10 -0.16 -0.05 -0.253
H 4.0323 -2.0564 -1.9984 -0.31 0.22 0.15 0.050
H 2.3789 -2.6849 -2.1042 0.02 0.15 0.24 0.046
H 3.1841 -2.5332 -0.5129 -0.19 0.14 -0.20 0.030
C 3.7604 0.5473 -0.5903 -0.02 0.12 0.22 -0.237
H 4.7097 0.3073 -1.0958 -0.44 -0.10 -0.04 0.055
H 3.8688 0.3170 0.4758 -0.17 0.11 -0.27 0.031
H 3.5862 1.6241 -0.6984 -0.06 -0.20 0.13 0.053
C 2.4450 0.2056 -3.0758 0.26 -0.02 -0.14 -0.269
H 3.4593 0.0837 -3.4916 -0.31 -0.02 0.23 0.051
H 2.1841 1.2711 -3.1256 -0.06 -0.28 0.02 0.045
H 1.7446 -0.3669 -3.6985 0.09 0.20 0.19 0.038
C -3.2008 -0.9011 1.4363 0.61 1.04 0.38 -0.156
H -4.1121 -0.4843 1.8286 -0.93 -0.49 -0.22 0.036
H -2.6714 -1.4942 2.2059 -0.82 0.56 -0.60 0.002
H -3.2074 -1.5501 0.5422 -0.67 0.56 0.25 0.062
C -1.9126 1.7735 2.1792 0.59 0.19 0.70 -0.174
H -2.9190 1.8973 2.6138 0.38 0.02 -0.20 0.075
H -1.5340 2.7236 1.7720 -0.15 -0.38 0.16 0.072
H -1.2191 1.4070 2.9549 -0.28 0.58 -0.34 0.012
C -3.0902 1.2951 -0.3167 0.09 0.66 -0.79 -0.212
H -4.0685 1.5716 0.1574 0.88 -0.56 0.20 0.061
H -3.3641 0.6914 -1.2031 0.46 0.00 0.56 0.044
H -2.7147 2.2644 -0.7031 0.22 -0.57 0.20 0.041
C -1.0986 0.2309 -3.2329 -0.49 0.64 -1.26 -0.404
C -2.0499 -0.6852 -5.3248 -0.09 0.34 -0.29 -0.099
C -1.5308 -0.8664 -4.0512 0.10 -0.24 0.51 -0.039
C -1.2372 1.5316 -3.8290 0.20 0.02 0.39 -0.046
C -1.7588 1.7142 -5.1007 -0.17 -0.25 -0.34 -0.100
C -2.1732 0.6078 -5.8670 0.09 -0.03 0.22 -0.097
H -2.3744 -1.5462 -5.9320 0.25 0.44 0.49 0.108
H -1.4364 -1.8692 -3.6294 -0.04 0.25 -0.13 0.108
H -0.9137 2.3934 -3.2430 -0.07 -0.19 -0.12 0.104
H -1.8599 2.7232 -5.5326 0.13 -0.55 0.38 0.107
H -2.5866 0.7517 -6.8736 0.21 -0.07 0.51 0.101
C 1.8787 -0.1085 2.3715 0.07 -2.27 1.56 -0.611
O 1.4640 0.6472 1.4170 -0.94 0.78 -2.10 -0.286
C 2.2928 -1.5382 2.1377 0.19 -0.13 -0.06 -0.108
H 2.4270 -2.1452 3.0634 0.06 0.77 -0.61 0.076
H 3.2627 -1.5155 1.6057 -0.13 -0.45 -0.09 0.057
H 1.5534 -2.1019 1.5261 0.34 0.31 0.06 0.044
C 2.0805 0.4204 3.7481 0.53 0.29 -0.08 -0.093
H 1.6419 -0.1840 4.5855 0.42 0.56 -0.72 0.052
H 1.6953 1.4421 3.7205 0.28 -0.02 0.45 0.073
H 3.1692 0.4211 3.9553 -0.21 0.32 0.23 0.085
F -0.7068 -0.2236 6.4514 -0.20 0.59 -1.02 0.108
C -0.8758 0.4012 5.2533 -0.16 1.77 2.92 -0.598
F -2.1291 0.9358 5.2072 1.33 -1.12 -0.25 0.107
F -0.0371 1.4853 5.2403 -1.08 -1.87 -0.43 0.098
S -0.7149 -1.0060 3.9642 -1.57 -2.78 -1.51 0.941
O 0.3871 -1.9607 4.0352 -1.13 1.25 1.01 -0.314
O -2.0723 -1.6254 4.0636 2.07 1.55 0.60 -0.333
O -0.9776 -0.5887 1.1113 4.38 -1.75 0.00 -0.615
```
Forces are in eV/Å.

DFT total energy (eV): -67153.95563
Charge: 0
F_max (eV/Å): 7.1
E_HOMO (alpha / beta) (eV): -4.20 / -8.53
Spin multiplicity: 6
<S²>: 8.82

---

Record 2
ORCA calculation (wB97M-V/def2-TZVPD) on C16H30FN2O5S as an isolated structure at a distorted geometry.

Geometry as XYZ:
```
55
Properties=species:S:1:pos:R:3:forces:R:3:lowdin_charge:R:1
C -1.7702 2.8521 -3.2492 -2.72 -1.38 -2.23 0.041
C -2.9632 2.1284 -2.5101 -4.53 1.85 -4.40 -0.279
O -4.1177 2.0270 -3.0378 5.47 0.08 2.59 0.107
N -2.7944 1.6679 -1.1217 -2.36 2.21 1.19 0.053
H -1.8584 1.1684 -1.1658 1.98 -1.14 1.05 0.056
H -2.8325 2.4904 -0.4448 0.90 -0.84 -1.58 0.194
C -3.9889 0.9231 -0.6648 4.63 -2.87 4.94 0.001
H -1.0961 3.2708 -2.6248 2.30 0.93 2.35 0.016
H -2.1047 3.6899 -3.9100 -0.57 -0.78 0.75 0.114
H -1.2429 2.2089 -3.9862 -0.40 -0.15 0.83 0.113
H -4.0211 0.5129 0.4730 1.07 1.03 -2.71 0.169
H -4.1094 0.1596 -1.2931 0.00 -3.65 -2.17 0.063
H -4.8481 1.3322 -0.7547 -5.31 4.26 -0.77 0.027
C -0.7690 0.6409 2.4490 7.15 2.34 7.25 0.051
C 0.1783 1.7856 2.1231 2.16 -1.06 4.22 -0.358
O 1.2054 1.9937 2.8007 -3.66 0.11 -3.47 0.124
N -0.2736 2.5242 0.9344 -1.53 2.97 1.37 0.039
H -0.3521 1.6571 0.2836 1.45 -0.02 -2.31 0.060
H -1.3414 2.7689 0.9607 2.59 -0.37 0.81 0.190
C 0.6258 3.8304 0.6891 1.54 -2.93 -0.44 0.061
H -0.8717 0.5651 3.6103 0.17 0.23 -2.17 0.168
H -0.4009 -0.2297 2.1242 1.84 -3.41 -1.22 0.055
H -1.5807 0.7447 2.0404 -8.97 1.24 -4.15 -0.033
H 0.6908 3.9392 -0.3935 -0.62 0.64 0.17 0.083
H 1.6151 3.3288 0.8785 -0.63 1.08 0.17 0.076
H 0.4892 4.7263 1.3516 -0.55 -1.30 -0.70 0.121
O -0.4117 0.6753 -0.8784 0.96 -1.45 -2.59 -0.404
H 0.1702 0.1487 -1.6216 -2.28 2.23 3.11 0.077
F -3.3248 -1.8769 1.4282 -0.28 0.78 0.23 0.046
C -2.4079 -2.8408 1.3403 -0.86 -2.73 -0.05 -0.287
C -2.6820 -4.1033 1.9665 -4.08 2.20 3.28 -0.053
C -1.9279 -5.1762 1.8567 3.66 -4.86 -0.59 -0.162
C -0.8092 -5.1718 1.0206 -0.31 4.33 -2.30 -0.063
C -0.5866 -3.9059 0.2716 3.24 -3.70 -0.18 -0.089
C -1.3907 -2.7791 0.4225 1.64 -0.32 -2.36 -0.084
H -3.5562 -4.4332 2.7473 1.62 2.22 -2.09 0.175
H -2.0601 -6.2065 2.3831 -0.49 2.24 -0.75 0.150
H -0.2760 -6.0269 0.6974 0.62 -0.70 0.28 0.080
H 0.4593 -3.9022 -0.5432 -3.67 0.11 2.54 0.176
H -1.1484 -2.1604 -0.4988 -1.07 0.56 2.02 0.120
C 4.3110 -1.3700 0.2210 -5.95 1.57 0.96 -0.208
C 3.5466 -1.2612 -1.0769 5.95 -8.33 -0.68 -0.295
C 2.9755 -0.0936 -1.2044 -6.35 9.44 -3.24 -0.353
S 4.1782 1.0346 -0.6690 1.09 -0.70 -1.40 0.647
O 3.5633 2.2757 -0.3283 -0.07 1.24 0.52 -0.316
O 5.2878 0.9147 -1.5841 -0.07 0.82 -0.03 -0.287
C 4.5323 -0.0324 0.6783 3.23 5.16 3.99 -0.253
H 4.9754 -2.0356 0.3259 6.83 -4.02 -1.15 0.056
H 3.8662 -1.9313 1.0216 -2.38 0.24 0.74 0.133
H 2.8248 -1.9346 -1.2992 -2.06 -3.11 0.14 0.098
H 4.3420 -1.5484 -1.8240 -0.85 1.00 0.06 0.169
H 2.0228 0.1117 -0.6273 1.12 -0.48 0.12 0.112
H 2.5606 0.2051 -2.2663 1.34 -0.51 1.63 0.176
H 3.8079 0.4994 1.4266 1.21 -1.74 -0.61 0.133
H 5.6899 0.2182 1.0521 -3.16 -0.56 -0.94 0.192
```
Forces are in eV/Å.

DFT total energy (eV): -43831.44063
Charge: +1
Energy above the lowest of the compared OMol25 structures with the same formula, charge and spin (kcal per mole): 95.4
F_max (eV/Å): 11.8
E_HOMO (eV): -11.40